Run w
# C3H5HgO3

C3H5HgO3 as an isolated structure (ωB97M-V/def2-TZVPD, OMol25).

Positions of all 12 atoms, in Å:
H: -2.51 1.06 -0.29
H: -0.41 -1.94 -0.17
O: -0.52 1.35 0.28
O: 0.98 -0.24 -0.33
C: 0.37 -1.44 0.43
H: -1.39 0.01 -1.08
H: 1.22 -2.14 0.33
C: 0.71 0.99 0.07
Hg: 3.41 0.33 -0.14
O: 1.66 1.76 0.23
H: -1.89 -0.17 0.77
C: -1.63 0.44 -0.10

Calculated values
Charge: 0
Expectation value of S²: 0.753
HOMO-LUMO gap (spin up / spin down) (eV): 7.62 / 5.03
E_LUMO (spin up / spin down) (eV): 0.4 / -2.2
Multiplicity: 2

***

Run x
# C3H5HgO3

C3H5HgO3 as an isolated structure (ωB97M-V/def2-TZVPD, OMol25).

Positions of all 12 atoms, in Å:
H: -0.94 -1.99 0.19
C: -0.28 -1.13 0.36
C: -0.70 1.21 0.37
C: 0.73 -1.01 -0.77
O: 1.72 -0.22 -0.13
H: -1.38 2.95 0.53
H: 0.28 -0.66 -1.72
O: -1.18 0.02 0.40
H: 0.68 -0.84 1.16
O: -1.71 2.05 0.42
H: 1.13 -2.03 -0.91
Hg: 1.66 1.65 0.09

Calculated values
Charge: 0
Expectation value of S²: 0.754
HOMO-LUMO gap (spin up / spin down) (eV): 7.65 / 7.69
E_LUMO (spin up / spin down) (eV): 0.3 / -0.9
Multiplicity: 2

***

Relative stability in eV, measured from the most stable structure: run w 0.000; run x 1.173

***

Run w
# C7H9N2O

An isolated ion of composition C7H9N2O and charge +1 (ωB97M-V/def2-TZVPD, OMol25).

Positions of all 19 atoms, in Å:
C: -1.94 0.92 2.48
H: 1.51 0.51 -2.79
H: 1.69 -2.02 -1.28
C: -2.32 0.69 3.87
C: -0.13 0.16 -1.41
N: 0.20 0.06 -0.19
C: -2.63 1.49 1.45
H: -1.00 0.73 -1.66
H: 2.56 -1.51 -2.61
O: -3.13 1.75 0.43
H: -2.59 1.60 4.52
C: 1.97 -1.16 -1.84
H: -3.22 0.00 4.10
N: -0.78 0.44 1.95
H: 0.34 -0.64 -3.37
H: 2.41 -0.60 -1.04
C: 0.84 -0.27 -2.43
C: -0.47 0.26 0.80
H: -1.48 0.18 4.44

Calculated values
Charge: +1
Structure (SMILES): CCC=[N+]=C=NC(C)=C=O
HOMO-LUMO gap (spin up / spin down) (eV): 7.51 / 7.51
E_LUMO (spin up / spin down) (eV): -5.4 / -5.4

***

Run x
# C7H9N2O

An isolated ion of composition C7H9N2O and charge +1 (ωB97M-V/def2-TZVPD, OMol25).

Positions of all 19 atoms, in Å:
C: -2.90 0.81 -0.02
C: -0.70 0.73 0.02
H: 0.95 2.86 -0.47
H: 2.18 1.61 -0.57
C: 1.34 -0.44 -0.24
N: 0.57 0.79 -0.07
N: -2.83 -0.44 -0.16
C: 0.79 -1.74 0.24
C: -1.53 -0.86 -0.10
H: 1.25 -2.54 -0.30
H: 2.30 -0.43 0.22
H: 1.04 -1.93 1.32
H: -3.83 1.28 0.22
C: -0.68 -1.92 0.02
H: 1.77 2.21 0.96
H: 1.71 -0.51 -1.34
C: 1.33 1.97 -0.01
O: -1.67 1.54 0.17
H: -1.08 -2.99 0.11

Calculated values
Charge: +1
Structure (SMILES): C[N+]1=c2ocnc2=CCC1
HOMO-LUMO gap (eV): 9.18
E_LUMO (eV): -4.5

***

Relative stability in eV, measured from the most stable structure: run w 1.515; run x 0.000

***

Run w
# C4H14O2S

A 3-piece molecular cluster, C4H14O2S overall (ωB97M-V/def2-TZVPD, OMol25).

Positions of all 21 atoms, in Å:
C: 0.82 -0.48 2.56
H: -1.22 0.26 2.74
H: -0.99 -0.77 1.37
H: 0.21 -2.56 2.25
H: -2.15 1.94 -0.27
H: 0.08 -1.97 3.86
O: 3.43 1.04 -3.05
H: 0.13 1.00 0.19
H: 2.66 0.65 -2.63
S: -1.89 2.21 1.02
O: -0.74 -3.67 -5.80
H: 3.49 1.95 -2.75
C: -0.50 0.00 1.97
H: -1.58 -4.02 -5.50
H: 0.34 1.92 1.66
H: -0.97 -2.98 -6.42
H: 1.59 -0.33 1.81
C: -0.34 1.28 1.10
C: 0.73 -1.95 2.99
H: 1.02 0.08 3.46
H: 1.67 -2.42 3.24

Calculated values
Charge: 0
Structure (SMILES): CCCCS.O.O
HOMO-LUMO gap (eV): 9.52
E_LUMO (eV): 0.4

***

Run x
# C4H14O2S

A 3-piece molecular cluster, C4H14O2S overall (ωB97M-V/def2-TZVPD, OMol25).

Positions of all 21 atoms, in Å:
H: 1.60 -1.36 -3.01
H: 0.83 -0.83 -0.74
H: -0.13 -1.95 -2.83
H: 1.57 1.48 -1.77
H: -1.13 2.66 0.25
C: 0.62 1.09 -1.41
C: 0.24 -0.38 -1.48
C: 0.52 -1.13 -2.89
O: 2.09 1.73 3.60
H: -0.89 -0.42 -1.35
H: -1.35 -4.47 1.95
H: -0.29 1.65 -1.59
O: -2.23 -3.97 1.89
H: -0.94 2.19 1.86
C: -0.87 1.79 0.86
S: 0.81 1.33 0.48
H: 1.48 2.51 3.70
H: -1.98 -3.03 1.85
H: -1.60 0.86 0.78
H: 1.59 0.89 3.60
H: 0.05 -0.66 -3.76

Calculated values
Charge: 0
Structure (SMILES): CCCSC.O.O
HOMO-LUMO gap (eV): 8.83
E_LUMO (eV): 0.4

***

Relative stability in eV, measured from the most stable structure: run w 0.000; run x 1.124

***

Run w
# C5H16N3

A 2-piece molecular cluster, C5H16N3 overall (ωB97M-V/def2-TZVPD, OMol25).

Positions of all 24 atoms, in Å:
C: -1.08 2.28 -0.23
H: 0.38 1.26 -1.47
C: -0.65 -1.94 1.82
H: -2.42 1.22 -2.65
N: 2.59 -0.41 1.18
H: -1.18 2.34 -3.00
N: 0.52 -1.14 1.90
H: -1.29 -1.78 2.68
H: -0.53 3.21 -0.39
H: 0.55 -2.45 -0.45
H: 2.60 -0.02 2.10
H: -0.80 0.65 -3.27
H: -1.19 -1.95 0.86
C: -1.33 1.33 -2.60
N: 1.26 -1.74 -0.23
H: 0.45 -0.39 2.58
H: 1.96 -1.63 -0.96
C: -0.68 1.16 -1.22
H: -0.97 0.24 -0.70
H: -0.37 -3.01 1.97
H: 3.50 -0.54 0.74
H: -0.74 1.91 0.75
H: -2.12 2.59 -0.28
C: 1.56 -1.18 0.89

Calculated values
Charge: +2
Expectation value of S²: 0.757
HOMO-LUMO gap (spin up / spin down) (eV): 8.37 / 3.15
E_LUMO (spin up / spin down) (eV): -8.9 / -14.0
Multiplicity: 2

***

Run x
# C5H16N3

A 2-piece molecular cluster, C5H16N3 overall (ωB97M-V/def2-TZVPD, OMol25).

Positions of all 24 atoms, in Å:
H: 0.78 2.80 1.32
H: -1.79 -0.82 -2.41
H: -1.89 -0.43 2.48
H: 1.43 -2.39 -2.67
C: 1.23 0.68 1.67
H: 1.19 1.89 -0.12
N: -1.81 -0.05 -0.44
H: 1.76 -0.15 1.18
H: -0.37 -0.35 3.60
N: 0.65 -1.72 -2.78
C: 0.12 -1.25 -1.51
H: -0.76 0.60 -2.14
H: 0.89 -0.73 -0.93
N: -0.17 0.25 1.65
C: -1.09 -0.35 -1.72
H: -0.22 -2.09 -0.89
H: 1.60 0.80 2.69
C: -0.84 -0.21 2.64
H: -0.75 0.18 0.66
H: 1.02 -0.96 -3.37
C: 1.42 2.00 0.95
H: -2.41 0.76 -0.58
H: 2.45 2.36 0.99
H: -2.45 -0.83 -0.28

Calculated values
Charge: +2
Expectation value of S²: 0.754
HOMO-LUMO gap (spin up / spin down) (eV): 11.66 / 6.01
E_LUMO (spin up / spin down) (eV): -7.0 / -12.7
Multiplicity: 2

***

Relative stability in eV, measured from the most stable structure: run w 1.128; run x 0.000

***

Run w
# CH2FO4S

An isolated ion of composition CH2FO4S and charge -1 (ωB97M-V/def2-TZVPD, OMol25).

Positions of all 9 atoms, in Å:
F: 0.29 1.85 -0.37
O: -1.75 -0.59 1.48
S: -1.75 -0.03 0.04
O: 0.62 0.24 1.13
C: 0.04 0.47 -0.09
O: -2.60 1.16 -0.09
O: -1.97 -1.00 -1.04
H: -0.10 -0.23 1.55
H: 0.63 -0.25 -0.98

Calculated values
Charge: -1
Structure (SMILES): O=S(=O)([O-])[C@H](O)F
HOMO-LUMO gap (eV): 9.70
E_LUMO (eV): 4.1

***

Run x
# CH2FO4S

A 2-piece molecular cluster, CH2FO4S overall (ωB97M-V/def2-TZVPD, OMol25).

Positions of all 9 atoms, in Å:
O: 0.19 2.45 -0.19
O: 1.42 -0.15 1.28
F: 0.00 -2.10 -1.91
O: -0.59 -1.16 0.42
O: -0.77 0.50 2.13
C: 0.03 1.25 -0.33
S: 0.01 0.02 1.02
H: -0.40 -1.63 -1.17
H: 0.10 0.80 -1.25

Calculated values
Charge: -1
HOMO-LUMO gap (eV): 9.75
E_LUMO (eV): 3.9

***

Relative stability in eV, measured from the most stable structure: run w 0.584; run x 0.000

***

Run w
# C6H21NO5

A 5-piece molecular cluster, C6H21NO5 overall (ωB97M-V/def2-TZVPD, OMol25).

Positions of all 33 atoms, in Å:
N: 0.71 -2.09 1.04
H: 3.22 -1.01 0.32
H: -3.06 1.72 -0.22
H: 0.36 -1.07 -1.16
H: 1.37 2.27 1.38
H: -2.39 -0.38 -0.03
H: 1.59 -0.44 -2.40
C: -2.42 -1.04 -1.97
H: 1.19 -0.09 1.08
H: -0.75 1.58 -0.18
H: 3.37 -0.19 -0.90
H: -3.41 -1.48 -1.85
H: -2.50 -0.04 -2.37
C: 0.29 -0.68 0.92
H: -0.83 1.15 -1.83
H: -0.02 -2.73 0.78
H: -3.21 2.16 1.28
O: 3.44 -0.09 0.07
O: 2.24 2.44 0.98
C: -0.32 -0.54 -0.50
H: 1.01 -1.17 -3.59
H: -1.32 -1.17 2.36
H: -1.90 -2.04 -0.14
H: 0.87 -2.28 2.02
C: -0.27 0.94 -0.93
H: -1.93 -1.73 -2.67
O: 1.81 -1.10 -3.06
C: -0.72 -0.30 2.01
C: -1.74 -1.06 -0.57
O: -2.80 2.36 0.44
H: 0.76 1.28 -1.04
H: 2.35 1.67 0.39
O: -0.83 0.88 2.48

Calculated values
Charge: -1
Expectation value of S²: 0.754
HOMO-LUMO gap (spin up / spin down) (eV): 3.15 / 6.59
E_LUMO (spin up / spin down) (eV): 3.0 / 3.0
Multiplicity: 2

***

Run x
# C6H21NO5

A 6-piece molecular cluster, C6H21NO5 overall (ωB97M-V/def2-TZVPD, OMol25).

Positions of all 33 atoms, in Å:
O: -1.14 1.14 1.80
C: 1.19 1.37 0.33
H: 0.37 2.06 0.68
H: -2.16 -1.68 -0.34
C: 0.07 -0.13 -1.44
H: -0.74 -1.79 1.61
H: -0.90 -1.25 -2.93
O: -2.66 -2.00 -1.05
C: -0.70 -0.18 -2.55
H: -2.48 0.57 -1.23
O: -1.75 -1.71 1.44
H: 0.35 -1.05 -0.75
H: -1.68 1.84 -1.37
C: 1.37 1.85 -2.08
H: 2.54 -0.62 -0.03
H: 3.42 -0.43 1.23
C: 1.66 0.43 1.45
H: 1.91 2.20 0.23
H: 1.28 1.85 -3.04
H: 0.78 -0.16 1.89
N: 2.50 -0.72 0.98
H: -3.54 -1.82 -0.75
H: -1.57 1.67 2.46
H: -1.32 1.12 0.89
H: 1.76 -2.99 2.30
H: 0.83 -2.44 1.28
O: -2.34 1.45 -0.88
C: 0.90 1.00 -1.14
H: -1.86 -0.84 1.72
H: 1.96 1.11 2.28
H: -1.08 0.66 -3.18
O: 0.90 -3.14 1.89
H: 2.13 2.62 -1.71

Calculated values
Charge: -1
Expectation value of S²: 0.764
HOMO-LUMO gap (spin up / spin down) (eV): 3.38 / 6.56
E_LUMO (spin up / spin down) (eV): 3.1 / 3.1
Multiplicity: 2

***

Relative stability in eV, measured from the most stable structure: run w 0.000; run x 2.729

***

Run w
# H13NO5

A 6-piece molecular cluster, H13NO5 overall (ωB97M-V/def2-TZVPD, OMol25).

Positions of all 19 atoms, in Å:
H: 1.61 -1.29 -1.59
H: 2.88 -2.03 -1.27
H: 0.75 1.16 -0.31
O: 0.69 0.33 -0.85
H: -2.03 -1.25 -2.15
H: 0.56 1.49 1.87
H: -2.37 0.25 0.15
O: 2.02 -2.16 -1.67
H: 0.75 0.65 -1.75
H: -3.52 1.08 0.66
H: -0.83 -1.61 -1.24
O: -2.58 1.14 0.45
H: 0.62 -0.81 1.42
O: -1.76 -1.40 -1.24
H: -0.54 -1.74 1.54
H: 0.80 3.03 1.36
H: 2.06 2.01 1.48
N: 1.08 2.07 1.22
O: -0.21 -0.91 1.91

Calculated values
Charge: 0
Structure (SMILES): N.O.O.O.O.O
HOMO-LUMO gap (eV): 11.22
E_LUMO (eV): 0.5

***

Run x
# H13NO5

A 6-piece molecular cluster, H13NO5 overall (ωB97M-V/def2-TZVPD, OMol25).

Positions of all 19 atoms, in Å:
N: -2.26 0.70 -0.62
H: -0.13 0.65 1.65
O: -0.76 -1.70 -0.45
H: 1.04 1.23 -1.61
H: -1.31 0.68 2.61
H: -2.75 1.00 -1.46
O: -0.99 1.04 1.80
H: -1.28 -0.89 -0.66
H: 0.95 -1.43 -0.76
H: 2.05 -1.70 -1.75
H: -2.84 0.89 0.19
H: 1.64 0.74 -0.31
H: -1.50 1.38 -0.52
H: 2.02 -0.70 1.06
H: -1.08 -2.44 -0.98
O: 1.89 -1.58 -0.80
H: 2.48 0.70 1.65
O: 1.79 0.03 1.64
O: 1.03 1.41 -0.67

Calculated values
Charge: 0
Structure (SMILES): N.O.O.O.O.O
HOMO-LUMO gap (eV): 10.97
E_LUMO (eV): 0.6

***

Relative stability in eV, measured from the most stable structure: run w 0.294; run x 0.000